# 1
C15H28AsClN4O2Pd as an isolated structure. Source: the Open Molecules 2025 dataset; level of theory: ωB97M-V with the def2-TZVPD basis set.

Each line ends with the natural charge from an NBO analysis.
Positions of all 52 atoms, in Å:
Pd: -1.188 -0.240 -0.534  0.5186
N: -0.477 1.760 -0.788  -0.8028
C: 0.052 2.117 0.546  -0.1887
C: 0.534 3.571 0.673  -0.4363
C: 2.021 3.713 1.032  -0.4098
C: 2.325 3.622 2.533  -0.2245
N: 1.670 2.512 3.218  -0.6089
C: 1.960 1.229 2.966  0.6876
N: 1.103 0.280 3.340  -0.7916
N: 3.101 0.859 2.379  -0.8028
C: -0.974 1.674 1.628  0.7851
O: -1.030 2.311 2.692  -0.7473
O: -1.624 0.622 1.373  -0.7378
H: 0.248 1.784 -1.498  0.3988
H: -1.212 2.399 -1.074  0.3891
H: 0.892 1.428 0.691  0.2367
H: -0.083 4.087 1.411  0.2383
H: 0.370 4.073 -0.283  0.2126
H: 2.393 4.682 0.690  0.2206
H: 2.591 2.959 0.481  0.1960
H: 1.968 4.523 3.032  0.2190
H: 3.402 3.585 2.712  0.2001
H: 0.664 2.652 3.361  0.4523
H: 0.168 0.579 3.586  0.4243
H: 1.177 -0.598 2.815  0.4487
H: 3.683 1.568 1.972  0.3953
H: 3.058 -0.047 1.890  0.4567
C: -1.690 -2.860 1.782  -0.9636
As: -1.731 -2.470 -0.108  1.1881
C: -3.475 -3.105 -0.666  -0.9589
C: -0.559 -3.806 -0.863  -0.9622
H: -2.039 -3.874 1.974  0.2217
H: -2.311 -2.137 2.308  0.2467
H: -0.654 -2.750 2.101  0.2611
H: -3.593 -4.152 -0.390  0.2247
H: -3.559 -3.001 -1.747  0.2406
H: -4.252 -2.510 -0.189  0.2377
H: -0.842 -4.794 -0.500  0.2209
H: 0.457 -3.566 -0.555  0.2731
H: -0.633 -3.769 -1.949  0.2432
C: -0.032 -1.494 -4.999  -0.2451
C: -1.353 -1.210 -4.684  -0.2336
C: -1.707 -0.881 -3.379  -0.2392
C: -0.747 -0.828 -2.368  -0.1648
C: 0.578 -1.122 -2.695  -0.3069
C: 0.932 -1.447 -3.999  -0.1993
H: 0.244 -1.753 -6.013  0.2090
H: -2.113 -1.245 -5.455  0.2072
H: -2.746 -0.661 -3.154  0.1987
H: 1.331 -1.125 -1.913  0.2419
H: 1.965 -1.676 -4.233  0.2083
Cl: 1.735 -1.469 0.851  -0.8789

Charge: 0
Spin multiplicity: 1
Relative energy (zero: lowest compared OMol25 entry of this formula, charge and spin) (kJ/mol): 0.0



# 2
A 3-piece molecular cluster, C15H28BCl3F3O9S2 overall at a distorted geometry. Source: the Open Molecules 2025 dataset; level of theory: ωB97M-V with the def2-TZVPD basis set.

Each line ends with the natural charge from an NBO analysis.
Positions of all 61 atoms, in Å:
C: 4.195 2.628 -1.813  -0.6182
C: 3.269 3.295 -0.799  -0.1876
Cl: 2.265 2.086 0.063  -0.0969
C: 2.469 4.427 -1.428  -0.4155
Cl: 2.250 5.699 -0.144  -0.1314
B: 1.017 4.047 -2.158  0.8148
C: 0.949 5.117 -3.459  -0.9090
O: 0.854 2.690 -2.682  -0.7141
C: -0.248 2.115 -2.053  -0.0791
C: -1.070 3.194 -1.299  0.1507
C: -2.319 3.741 -2.003  -0.5379
C: -2.981 2.787 -2.944  0.5907
O: -3.247 3.014 -4.106  -0.5137
Cl: -3.446 1.191 -2.239  -0.1148
C: -1.263 2.948 0.232  0.9668
F: -0.779 1.757 0.623  -0.3407
F: -0.689 3.862 1.004  -0.2998
F: -2.575 2.947 0.579  -0.3562
O: -0.188 4.311 -1.361  -0.7023
H: 4.061 3.031 -2.806  0.2151
H: 5.221 2.828 -1.530  0.1977
H: 4.081 1.558 -1.813  0.2226
H: 3.896 3.728 -0.039  0.2044
H: 3.106 4.880 -2.168  0.2065
H: 1.067 6.137 -3.100  0.1920
H: -0.042 5.063 -3.907  0.1861
H: 1.712 4.905 -4.202  0.1849
H: 0.066 1.330 -1.371  0.1874
H: -0.798 1.579 -2.825  0.1707
H: -2.009 4.598 -2.567  0.2754
H: -3.071 4.072 -1.295  0.2530
O: -1.909 -1.452 -1.046  -0.9271
S: -2.285 -1.995 0.219  2.3871
O: -1.660 -3.193 0.700  -0.9582
O: -3.868 -2.193 0.236  -0.7229
C: -4.457 -2.960 -0.828  -0.0766
C: -4.201 -4.450 -0.696  -0.6403
C: -2.194 -0.762 1.466  -0.8882
H: -4.106 -2.579 -1.789  0.2022
H: -5.525 -2.760 -0.768  0.1914
H: -3.143 -4.683 -0.807  0.2287
H: -4.750 -4.993 -1.467  0.2114
H: -4.515 -4.807 0.284  0.2127
H: -2.693 0.136 1.115  0.2688
H: -1.140 -0.563 1.642  0.2652
H: -2.660 -1.147 2.370  0.2456
O: 3.294 -5.829 4.725  -0.9480
S: 2.703 -4.532 4.591  2.3908
O: 1.452 -4.244 5.219  -0.9373
O: 2.629 -4.161 3.052  -0.7223
C: 1.948 -5.068 2.155  -0.0754
C: 0.441 -5.014 2.291  -0.6426
C: 3.870 -3.298 5.053  -0.8873
H: 2.332 -6.080 2.303  0.1900
H: 2.240 -4.752 1.157  0.1995
H: 0.115 -5.377 3.266  0.2176
H: -0.028 -5.632 1.526  0.2190
H: 0.083 -3.995 2.183  0.2395
H: 4.815 -3.500 4.557  0.2492
H: 3.984 -3.359 6.132  0.2480
H: 3.478 -2.325 4.771  0.2580

Charge: -1
Spin multiplicity: 1
Energy (eV): -102506.9374



# 3
A 6-piece molecular cluster, C15H28BO23S5 overall at a distorted geometry. Source: the Open Molecules 2025 dataset; level of theory: ωB97M-V with the def2-TZVPD basis set.

Each line ends with the Mulliken charge.
Positions of all 72 atoms, in Å:
C: 1.208 -1.270 3.444  -0.8278
C: 0.398 -2.077 2.589  0.0843
C: -0.570 -2.645 1.349  0.4281
B: -2.108 -2.993 1.918  0.6188
O: -2.691 -4.015 0.998  -0.7503
C: -2.931 -1.535 1.819  -0.3773
C: -4.413 -1.612 2.590  0.2785
O: -4.837 -2.721 3.232  -0.5443
O: -5.213 -0.343 2.543  -0.4981
H: 2.115 -0.619 3.869  0.3056
H: -0.732 -1.789 0.534  -0.3544
H: -0.082 -3.569 0.814  0.1247
H: -2.063 -3.359 3.050  -0.2418
H: -3.481 -3.619 0.492  0.2355
H: -3.088 -1.192 0.691  0.1769
H: -2.223 -0.706 2.305  0.0730
H: -4.494 0.364 2.709  0.3416
C: 4.903 -2.652 5.748  -0.3648
C: 6.352 -2.785 5.288  -0.3820
O: 6.275 -3.147 3.911  -0.3217
S: 4.947 -2.462 3.257  1.1947
O: 5.351 -1.243 2.590  -0.5852
O: 4.172 -3.494 2.609  -0.4808
O: 4.209 -2.057 4.653  -0.2588
H: 4.458 -3.633 5.940  0.2943
H: 4.809 -2.029 6.642  0.3004
H: 6.901 -3.541 5.855  0.3053
H: 6.877 -1.827 5.356  0.2840
C: 0.950 0.773 -0.608  -0.0833
C: 0.580 1.920 -1.545  -0.3736
O: -0.616 2.474 -1.002  -0.1976
S: -0.585 2.315 0.621  0.9061
O: -0.122 3.563 1.188  -0.6452
O: -1.804 1.665 1.040  -0.3976
O: 0.635 1.236 0.704  -0.2516
H: 0.342 -0.114 -0.812  0.1521
H: 2.010 0.511 -0.675  0.2314
H: 0.418 1.583 -2.572  0.4393
H: 1.348 2.700 -1.535  0.2238
C: -5.124 4.071 0.967  -0.3188
C: -4.843 2.894 0.036  -0.0968
O: -5.834 2.980 -0.985  -0.3064
S: -6.198 4.550 -1.238  1.0917
O: -5.435 5.013 -2.376  -0.5273
O: -7.630 4.710 -1.132  -0.5507
O: -5.509 5.147 0.114  -0.3420
H: -5.960 3.852 1.638  0.3026
H: -4.247 4.348 1.558  0.3137
H: -4.903 1.932 0.552  0.2784
H: -3.861 2.991 -0.438  0.1428
C: -1.894 4.451 -5.820  -0.3242
C: -0.762 3.926 -6.699  -0.3764
O: 0.347 3.757 -5.819  -0.3326
S: -0.208 3.350 -4.340  1.2217
O: -0.130 1.912 -4.208  -0.6304
O: 0.359 4.261 -3.373  -0.5534
O: -1.769 3.754 -4.581  -0.2637
H: -1.775 5.521 -5.622  0.2866
H: -2.877 4.271 -6.262  0.3080
H: -0.510 4.614 -7.509  0.3072
H: -1.012 2.946 -7.120  0.2915
C: 4.225 -4.538 -0.970  -0.3436
C: 4.202 -4.515 -2.496  -0.3998
O: 3.235 -3.526 -2.840  -0.3141
S: 3.240 -2.361 -1.698  1.0640
O: 4.063 -1.269 -2.171  -0.6236
O: 1.887 -2.179 -1.225  -0.3610
O: 4.081 -3.178 -0.566  -0.2014
H: 3.377 -5.104 -0.572  0.2818
H: 5.157 -4.956 -0.578  0.3172
H: 3.932 -5.484 -2.924  0.3099
H: 5.169 -4.196 -2.900  0.2870

Charge: -1
Spin multiplicity: 1
Energy (eV): -117944.5289



What is the charge in the third record?
-1